{"formula": "C20H17BClCuF4I2N2O", "method": "wB97M-V/def2-TZVPD", "spin_multiplicity": 2, "de_lowest_kcal_mol": 7.4, "total_charge": -1, "orbital_gap_ha": [0.2535, 0.2606], "species": ["Cu", "I", "C", "C", "C", "I", "C", "O", "C", "C", "N", "C", "C", "C", "C", "C", "C", "N", "C", "H", "H", "H", "H", "H", "H", "H", "H", "H", "H", "H", "Cl", "C", "C", "C", "C", "C", "C", "C", "H", "H", "H", "H", "H", "H", "F", "B", "F", "F", "F"], "positions_angstrom": [[0.362285, -0.076199, 0.640082], [2.413109, 4.389191, -5.111661], [2.185790, 2.940263, -3.628947], [2.293690, 1.592403, -3.951517], [2.136557, 0.639657, -2.963425], [2.215199, -1.383391, -3.420808], [1.875749, 0.982394, -1.613753], [1.759814, 0.084534, -0.700531], [1.753689, 2.367807, -1.331271], [1.418865, 2.774788, 0.073310], [0.113024, 2.227213, 0.472160], [-0.996201, 2.583563, -0.398176], [-1.559079, 1.411868, -1.185846], [-2.337068, 1.641408, -2.313261], [-2.854331, 0.557533, -2.997876], [-2.585973, -0.721341, -2.534688], [-1.798837, -0.865458, -1.406710], [-1.299179, 0.185517, -0.747841], [1.909381, 3.320640, -2.325926], [2.489618, 1.283057, -4.969041], [1.438742, 3.871233, 0.144774], [2.155310, 2.371972, 0.773426], [-0.093426, 2.431815, 1.438457], [-0.684995, 3.342514, -1.122354], [-1.805720, 3.027107, 0.189579], [-2.507586, 2.655454, -2.652781], [-3.450457, 0.707882, -3.889243], [-2.957858, -1.601318, -3.039045], [-1.554717, -1.842777, -1.013144], [1.810021, 4.370735, -2.073977], [2.231863, -0.353287, 3.855780], [0.921609, -1.526130, 3.865626], [1.141066, -2.724655, 4.520822], [0.149766, -3.691371, 4.521176], [-1.047418, -3.436524, 3.863823], [-1.246434, -2.227262, 3.226304], [-0.267189, -1.228138, 3.202069], [-0.464154, 0.021343, 2.445907], [2.093194, -2.896424, 5.004138], [0.322970, -4.641388, 5.008647], [-1.817855, -4.194769, 3.821015], [-2.166767, -2.052625, 2.683499], [0.052026, 0.860093, 2.918587], [-1.520791, 0.253525, 2.303753], [0.644650, -4.508103, 0.760522], [-0.038603, -3.522707, 0.075965], [0.435276, -2.227381, 0.522135], [0.150795, -3.605566, -1.299558], [-1.419423, -3.568716, 0.359818]], "forces_ev_per_angstrom": [[-0.062, 0.182, 0.235], [0.011, 0.072, -0.079], [-0.012, -0.137, 0.074], [-0.001, 0.037, -0.007], [-0.016, 0.115, -0.047], [0.001, -0.081, -0.013], [-0.058, -0.023, 0.059], [0.112, -0.148, -0.015], [0.034, 0.088, -0.049], [0.023, 0.013, -0.023], [0.037, -0.149, -0.007], [-0.035, 0.083, -0.072], [0.031, 0.034, 0.031], [0.046, 0.028, 0.015], [-0.020, -0.050, -0.017], [0.000, 0.019, -0.012], [-0.002, 0.022, 0.009], [-0.079, -0.049, -0.166], [-0.018, 0.003, 0.024], [0.003, 0.007, -0.003], [-0.018, -0.021, 0.004], [0.004, -0.006, -0.014], [0.030, 0.061, 0.001], [-0.026, 0.032, 0.048], [-0.016, -0.079, 0.018], [-0.004, 0.003, -0.006], [-0.003, 0.001, -0.002], [-0.008, -0.002, -0.020], [-0.010, 0.015, -0.017], [0.006, 0.001, -0.004], [-0.063, -0.065, -0.002], [0.138, 0.050, 0.057], [0.007, -0.003, -0.007], [-0.007, 0.013, -0.002], [0.031, 0.035, -0.005], [-0.022, -0.060, 0.015], [-0.042, 0.145, -0.090], [0.095, -0.118, -0.026], [0.000, -0.014, 0.010], [-0.003, -0.014, 0.003], [-0.011, -0.013, 0.006], [-0.007, -0.002, -0.012], [-0.066, 0.017, 0.066], [-0.021, -0.031, 0.021], [0.061, -0.057, 0.038], [-0.142, 0.014, 0.103], [0.135, 0.059, 0.011], [0.040, -0.018, -0.139], [-0.073, -0.009, 0.006]]}

=====

{"formula": "C20H17ClFN3O4", "method": "wB97M-V/def2-TZVPD", "smiles": "Cn1c(=O)c(C(=O)COc2ccc(F)cc2Cl)c(N)n(Cc2ccccc2)c1=O", "orbital_gap_ha": 0.3281, "species": ["C", "N", "C", "O", "C", "C", "O", "C", "O", "C", "C", "C", "C", "F", "C", "C", "Cl", "C", "N", "N", "C", "C", "C", "C", "C", "C", "C", "C", "O", "H", "H", "H", "H", "H", "H", "H", "H", "H", "H", "H", "H", "H", "H", "H", "H", "H"], "positions_angstrom": [[-0.571486, 2.957558, 0.849312], [-0.963896, 1.789379, 0.077094], [-0.967480, 0.570423, 0.769191], [-0.736696, 0.587035, 1.961894], [-1.278949, -0.589057, -0.034859], [-1.088697, -1.932325, 0.471028], [-1.565395, -2.931961, -0.059844], [-0.179172, -2.093806, 1.681844], [1.076488, -1.507552, 1.366469], [1.656326, -0.620319, 2.212719], [2.328674, 0.443953, 1.606753], [2.987709, 1.406157, 2.342295], [2.970485, 1.305964, 3.721591], [3.591189, 2.246015, 4.462853], [2.347388, 0.253416, 4.360957], [1.706462, -0.716981, 3.606552], [1.033707, -2.061691, 4.461796], [-1.758930, -0.406188, -1.340262], [-2.227577, -1.433912, -2.045800], [-1.771005, 0.837875, -1.898420], [-2.264117, 1.032261, -3.256967], [-1.409954, 0.340478, -4.288926], [-0.024747, 0.429390, -4.220478], [0.762908, -0.201945, -5.165643], [0.175010, -0.922064, -6.192532], [-1.204163, -1.007600, -6.272307], [-1.993901, -0.383304, -5.321954], [-1.323192, 1.975675, -1.224065], [-1.283245, 3.050288, -1.780201], [-1.320970, 3.160262, 1.614286], [-0.486875, 3.802614, 0.171670], [0.379394, 2.755767, 1.341256], [-0.651057, -1.606636, 2.537845], [-0.049314, -3.164178, 1.875643], [2.311384, 0.491856, 0.529059], [3.498081, 2.227040, 1.864562], [2.370901, 0.181833, 5.436444], [-2.329294, -1.380057, -3.045266], [-2.136108, -2.338904, -1.567471], [-2.238958, 2.114289, -3.425855], [-3.303587, 0.693728, -3.314362], [0.433402, 1.002006, -3.427457], [1.837940, -0.127699, -5.103476], [0.790644, -1.412534, -6.930904], [-1.668208, -1.563118, -7.073176], [-3.071381, -0.449219, -5.389935]], "forces_ev_per_angstrom": [[0.089, 0.301, 0.157], [0.152, 0.171, 0.189], [-0.292, -0.171, -0.353], [-0.088, 0.085, 0.081], [-0.106, -0.035, -0.203], [0.242, 0.220, 0.163], [0.034, -0.231, 0.101], [-0.386, -0.312, 0.165], [0.083, -0.178, 0.036], [0.388, 0.295, 0.260], [-0.131, -0.284, 0.152], [0.008, 0.026, 0.209], [-0.128, -0.204, -0.060], [0.001, -0.009, 0.001], [0.137, 0.314, -0.100], [0.066, 0.041, -0.372], [-0.011, -0.179, 0.122], [0.072, -0.191, 0.548], [-0.016, -0.063, -0.110], [-0.141, 0.000, -0.247], [-0.096, 0.261, -0.211], [0.000, -0.015, -0.116], [-0.077, 0.007, -0.013], [0.041, 0.037, 0.033], [-0.013, -0.048, -0.081], [0.038, -0.062, -0.086], [0.014, 0.148, 0.109], [0.021, -0.091, 0.006], [0.002, 0.197, -0.130], [0.065, 0.020, -0.005], [-0.003, -0.087, 0.083], [-0.071, 0.040, 0.003], [0.106, -0.127, -0.155], [-0.049, 0.211, -0.083], [-0.027, 0.006, -0.137], [0.063, 0.087, -0.034], [0.004, -0.018, 0.088], [0.039, 0.017, 0.040], [-0.084, 0.156, -0.093], [-0.108, -0.282, 0.062], [0.090, 0.013, -0.008], [0.072, 0.051, 0.102], [0.099, 0.004, 0.005], [0.055, -0.051, -0.062], [-0.032, -0.057, -0.071], [-0.123, -0.013, 0.014]]}

=====

Number 1: total energy -110962.6570 eV. Number 2: total energy -48917.6782 eV.